(1)
C25H26FN2O2RuS2 | wB97M-V/def2-TZVPD

Structure (XYZ):
```
59
Properties=species:S:1:pos:R:3:forces:R:3
Ru -2.864643 -1.243212 0.375037 -1.56 -0.74 -1.21
C -6.367043 -1.202071 1.462256 -0.03 0.00 -0.01
C -5.464907 -1.239255 0.291041 0.01 0.11 0.05
C -5.035011 -2.454738 -0.264591 0.01 -0.01 0.10
C -4.100314 -2.481482 -1.300447 0.14 -0.06 -0.10
C -3.567557 -1.282676 -1.808559 0.09 0.33 -0.21
C -3.982323 -0.048702 -1.267150 -0.07 0.16 -0.30
C -4.894312 -0.037575 -0.213698 0.18 0.11 0.34
H -5.727061 -1.236362 2.354938 0.01 -0.01 0.00
H -7.034495 -2.060924 1.485543 0.01 -0.01 0.01
H -6.942104 -0.278972 1.499454 -0.01 0.00 0.00
H -5.406998 -3.385586 0.143805 0.03 -0.01 0.02
H -3.761217 -3.430165 -1.697259 0.03 0.00 0.04
H -2.855704 -1.287928 -2.622996 -0.05 -0.09 -0.05
H -3.583458 0.884761 -1.640749 0.03 -0.05 -0.06
H -5.169063 0.901008 0.252018 -0.03 0.01 -0.05
S -0.853302 -1.830110 -0.578758 0.25 -0.19 0.56
C 0.269710 -0.979461 0.445252 0.05 0.21 0.02
N 1.505078 -1.458925 0.632560 0.04 0.02 -0.07
C 2.387805 -0.722652 1.540007 -0.02 -0.02 -0.04
C 2.165656 0.761585 1.370120 -0.05 0.01 -0.02
N 0.740376 1.075772 1.540234 0.01 0.03 -0.03
C 0.429441 2.415690 2.081149 0.02 -0.11 0.02
C 0.893357 3.499770 1.141572 -0.02 0.05 0.03
C 1.841773 4.420073 1.568585 0.00 -0.02 -0.02
C 2.273541 5.426176 0.714059 -0.02 0.00 -0.02
C 1.762860 5.507895 -0.571547 0.02 0.00 0.00
C 0.816118 4.587149 -1.005054 0.00 0.01 0.00
C 0.379836 3.588779 -0.150746 0.04 -0.02 0.03
C -0.151433 0.263128 1.015404 -0.04 -0.18 -0.04
S -1.833091 0.681497 0.973872 0.39 0.50 0.33
C 2.061598 -2.664937 -0.011842 -0.05 0.07 0.08
C 3.112179 -2.282521 -1.021573 0.03 -0.04 0.00
C 4.446557 -2.587978 -0.782738 -0.01 0.00 -0.02
C 5.420649 -2.225018 -1.703976 -0.03 0.01 0.00
C 5.060475 -1.552780 -2.861429 0.03 -0.01 0.00
C 3.727285 -1.244639 -3.104810 0.00 0.00 0.01
C 2.756104 -1.609070 -2.187593 0.01 0.00 0.02
H 3.414524 -0.977801 1.283327 0.00 0.01 0.01
H 2.183035 -1.052298 2.562454 0.01 0.04 0.01
H 2.487222 1.099178 0.381432 0.02 -0.01 0.01
H 2.722680 1.323619 2.116859 0.01 -0.03 0.01
H 0.953663 2.489529 3.034256 -0.03 0.02 0.02
H -0.638689 2.457484 2.292482 0.01 0.03 -0.05
H 2.240632 4.360169 2.574444 0.00 0.00 0.01
H 3.004870 6.145336 1.056087 0.01 0.00 0.00
H 2.099639 6.290246 -1.237911 -0.01 0.01 0.00
H 0.410896 4.660148 -2.005307 0.00 0.00 -0.01
H -0.369542 2.881445 -0.490419 -0.02 -0.01 0.00
H 1.245106 -3.240679 -0.447156 0.04 0.01 -0.06
H 2.490845 -3.273703 0.785679 0.00 -0.03 -0.02
H 4.726375 -3.127889 0.114671 0.01 0.00 0.01
H 6.456677 -2.472180 -1.517900 0.00 -0.01 0.00
H 5.817673 -1.275910 -3.582139 0.00 0.01 0.00
H 3.449344 -0.729798 -4.014365 -0.01 0.00 -0.01
H 1.715107 -1.379825 -2.392436 -0.02 0.00 0.00
F -3.467812 -1.117307 2.185671 0.20 -0.03 0.35
O -2.295820 -2.976834 0.987164 0.54 -0.18 0.70
O -1.102787 -3.268473 0.221717 -0.18 0.11 -0.40
```
Positions in Å, forces in eV/Å.

total charge	+2
expectation value of S²	0.759
energy relative to the best compared isomer or geometry (same formula, charge and spin)	34.3	kcal/mol
2S+1	2

(2)
C25H26FN3O3S | wB97M-V/def2-TZVPD

Structure (XYZ):
```
59
Properties=species:S:1:pos:R:3:forces:R:3
C -4.978481 -3.448420 0.540399 -0.20 -0.10 0.14
C -3.791483 -2.739233 0.015004 0.32 0.74 0.77
N -3.229663 -2.976998 -1.111809 -0.40 -0.67 -0.57
C -2.144022 -2.197155 -1.347382 0.52 0.80 0.43
C -1.394632 -2.352780 -2.622582 0.07 0.05 0.02
C -1.876239 -1.283971 -0.359610 -0.44 -0.62 0.09
C -0.721226 -0.372593 -0.289211 0.15 -0.30 -0.05
O 0.401975 -0.778893 -0.567208 -0.04 -0.05 -0.09
N -0.956754 0.896819 0.125133 0.24 0.17 0.03
C -2.258390 1.411256 0.324087 -0.62 0.36 -0.02
C -2.574231 2.041142 1.524418 0.04 -0.18 -0.24
C -3.840820 2.557556 1.721753 -0.27 0.05 -0.12
C -4.777876 2.438496 0.711052 0.13 -0.08 0.01
F -6.017004 2.932092 0.902900 0.08 -0.02 -0.01
C -4.479167 1.832047 -0.496220 -0.12 0.07 0.14
C -3.208803 1.324943 -0.689563 0.14 0.23 0.13
C 0.157168 1.821446 0.358399 0.30 0.15 0.11
C 0.862635 1.471218 1.688376 -0.25 -0.03 -0.48
O 0.740601 2.178618 2.669036 -0.04 0.32 0.34
N 1.551696 0.327885 1.651099 0.29 -0.45 -0.03
C 2.334767 -0.154684 2.760489 0.35 0.10 0.17
C 3.602955 -0.859716 2.261562 -0.31 -0.12 0.41
C 3.312755 -2.178891 1.524903 0.19 0.18 -0.05
C 4.351735 -2.174664 0.406499 0.01 0.22 0.05
C 4.448327 -0.681306 0.106294 0.05 -0.21 -0.34
O 4.320084 -0.028670 1.357275 -0.02 0.15 0.17
C 1.092174 1.903879 -0.828974 0.11 0.17 -0.15
C 0.586381 1.811296 -2.120294 0.06 0.07 0.03
C 1.426163 1.918207 -3.213093 -0.11 0.02 -0.04
C 2.780490 2.139925 -3.030058 0.12 0.00 -0.03
C 3.285725 2.261821 -1.747930 0.05 0.04 -0.07
C 2.448323 2.145231 -0.651536 -0.18 0.09 0.01
S -3.024508 -1.455011 0.936766 -0.06 -0.57 -0.63
H -4.744296 -3.927852 1.489728 -0.05 -0.06 0.04
H -5.794301 -2.747182 0.710351 -0.08 -0.03 0.02
H -5.291249 -4.201209 -0.177774 -0.01 -0.02 -0.01
H -0.445604 -1.827799 -2.571330 0.04 -0.01 -0.08
H -1.219402 -3.409752 -2.808228 0.04 -0.06 -0.05
H -1.985289 -1.961983 -3.450935 -0.03 -0.01 -0.08
H -1.829172 2.120808 2.301358 0.12 0.01 0.10
H -4.106508 3.042853 2.646975 -0.05 0.06 0.09
H -5.229806 1.768750 -1.267710 -0.09 0.01 -0.06
H -2.954636 0.852760 -1.626930 0.03 -0.02 -0.06
H -0.291214 2.812304 0.504530 0.11 -0.29 0.08
H 1.569012 -0.195375 0.781389 -0.12 0.21 0.07
H 1.753865 -0.857855 3.371164 0.10 0.07 0.05
H 2.594668 0.709006 3.378092 -0.04 -0.14 0.00
H 4.251835 -1.038421 3.131695 -0.14 -0.01 -0.11
H 3.400703 -3.037710 2.186612 -0.08 -0.02 0.03
H 2.309073 -2.166874 1.097838 -0.08 -0.06 0.00
H 4.046346 -2.752708 -0.461789 0.02 -0.06 -0.05
H 5.308821 -2.549064 0.771871 0.03 -0.02 -0.03
H 5.404409 -0.381083 -0.326676 -0.07 -0.02 -0.04
H 3.638801 -0.371335 -0.569840 0.08 -0.02 0.03
H -0.471179 1.650063 -2.274697 -0.10 -0.05 -0.01
H 1.020378 1.832145 -4.210502 -0.03 -0.01 -0.08
H 3.436444 2.222435 -3.883864 0.06 0.00 -0.07
H 4.338642 2.443510 -1.593265 0.11 0.02 0.01
H 2.859020 2.240651 0.341959 0.08 -0.04 0.10
```
Positions in Å, forces in eV/Å.

total charge	0
energy relative to the best compared isomer or geometry (same formula, charge and spin)	0.0	kcal/mol
2S+1	1

(3)
C25H26I2N6OReS2 | wB97M-V/def2-TZVPD

Structure (XYZ):
```
63
Properties=species:S:1:pos:R:3:forces:R:3
Re -0.051067 -0.124307 0.067424 0.20 0.21 -0.05
I 0.316070 5.254486 5.645659 0.00 0.00 0.00
C 0.160203 3.618705 4.374878 0.00 0.01 0.03
C 0.300633 2.331733 4.882227 0.00 0.03 -0.03
C 0.203670 1.235994 4.036651 0.03 -0.07 0.00
I 0.421693 -0.700086 4.753804 0.00 0.02 0.01
C -0.042335 1.444780 2.686639 0.08 0.05 -0.10
O -0.174836 0.389166 1.842719 -0.21 -0.12 0.04
C -0.190529 2.728526 2.166140 -0.01 0.05 0.00
C -0.485121 2.917614 0.703757 -0.01 0.04 0.05
N 0.372580 2.046958 -0.163768 0.00 -0.19 -0.03
C 1.822647 2.337424 0.033935 0.05 0.01 0.00
C 2.685233 1.104299 0.012889 -0.02 0.01 0.01
C 4.064193 1.210182 -0.020168 -0.01 0.03 0.00
C 4.834055 0.063641 0.068968 -0.01 -0.01 0.00
C 4.200844 -1.165356 0.190528 0.00 -0.01 0.00
C 2.825204 -1.204215 0.204344 0.02 0.01 0.00
N 2.074573 -0.089374 0.110178 -0.02 -0.04 0.00
C -0.077043 3.816767 3.020647 0.01 -0.04 0.00
H 0.490859 2.178012 5.935363 0.00 0.00 0.00
H -0.324271 3.963299 0.434473 -0.01 -0.01 0.00
H -1.521314 2.664042 0.469926 0.00 0.00 -0.03
H 0.136137 2.280002 -1.123399 -0.01 -0.01 0.02
H 1.937512 2.802723 1.014946 0.00 0.01 -0.01
H 2.169475 3.060892 -0.704992 -0.01 -0.01 0.00
H 4.525224 2.185530 -0.100934 0.00 0.00 0.00
H 5.913511 0.128165 0.050529 0.00 0.00 0.00
H 4.761954 -2.084533 0.274531 0.00 0.00 0.00
H 2.283759 -2.134727 0.288716 0.00 0.00 0.01
H -0.179880 4.820785 2.628871 0.00 0.01 0.00
C 1.286166 -0.030546 -5.162689 0.01 0.00 0.02
C -0.134713 0.213239 -4.630640 -0.04 -0.02 -0.01
C -0.640651 1.613222 -5.014969 0.00 0.00 0.01
C -1.103605 -0.876676 -5.121433 0.00 0.00 0.02
C -0.093098 0.136008 -3.164471 0.12 -0.06 0.00
N -0.047082 0.059739 -2.019069 -0.14 0.14 0.06
H 1.253494 0.023978 -6.250075 0.00 0.00 0.00
H 1.653428 -1.016483 -4.880020 0.00 0.00 -0.01
H 1.983034 0.726543 -4.803700 0.00 0.01 0.00
H -0.684740 1.669787 -6.101791 0.00 0.00 0.00
H 0.035492 2.393436 -4.664724 0.00 0.00 0.00
H -1.640519 1.799160 -4.623357 0.00 0.00 0.00
H -1.136869 -0.832985 -6.209265 0.00 0.00 -0.01
H -2.112579 -0.713177 -4.742783 0.00 0.00 -0.01
H -0.766431 -1.870970 -4.829477 0.00 0.00 0.00
N -7.231362 0.123401 0.647513 -0.01 0.00 -0.03
C -6.464240 -0.880499 0.195009 0.00 -0.02 0.04
S -6.995771 -2.379580 -0.172650 -0.01 0.01 -0.02
C -5.001306 -0.582165 0.123528 -0.01 0.02 -0.01
C -4.228886 -1.086609 -0.917245 0.02 -0.01 -0.02
C -2.871318 -0.871002 -0.917828 -0.03 0.00 0.01
N -2.234933 -0.192565 0.057561 0.06 -0.03 0.00
C -2.979648 0.298366 1.059195 -0.07 -0.02 -0.01
C -4.350562 0.136816 1.118794 0.03 0.02 0.00
H -8.224861 -0.030231 0.724700 0.01 0.00 0.00
H -6.893216 1.068579 0.712886 0.00 0.00 0.01
H -4.690976 -1.671819 -1.699696 0.00 0.00 0.00
H -2.255753 -1.277343 -1.707333 0.00 0.01 0.00
H -2.459571 0.814275 1.852420 0.01 0.00 0.01
H -4.890380 0.531150 1.969024 0.02 0.00 0.01
S -0.676904 -4.588005 -1.033066 0.03 -0.06 -0.02
C -0.374321 -3.141010 -0.558450 -0.05 0.09 0.02
N -0.139269 -2.019688 -0.181524 0.01 -0.05 0.02
```
Positions in Å, forces in eV/Å.

total charge	+2
expectation value of S²	0.759
energy relative to the best compared isomer or geometry (same formula, charge and spin)	0.0	kcal/mol
2S+1	2

(4)
C25H26N8O2Tc | wB97M-V/def2-TZVPD

Structure (XYZ):
```
62
Properties=species:S:1:pos:R:3:forces:R:3
Tc 0.264344 0.455953 -0.582893 0.02 -0.21 -0.16
O 0.640048 2.185031 0.362340 -0.03 0.19 0.04
C 0.941603 3.334989 -0.205181 0.06 -0.08 0.03
C 0.861197 4.490528 0.599352 -0.03 -0.02 -0.03
C 1.201301 5.731844 0.116755 0.01 -0.01 -0.01
C 1.657711 5.892670 -1.195927 0.00 0.01 0.01
C 1.755239 4.781916 -1.996057 -0.01 -0.02 0.00
C 1.395734 3.499795 -1.541491 -0.03 0.02 0.01
C 1.547025 2.414378 -2.480624 0.00 -0.01 0.02
N 1.124804 1.221659 -2.291540 0.02 0.06 0.00
C 1.336204 0.164897 -3.275672 -0.01 0.01 -0.06
C 1.887979 -1.053536 -2.546241 0.04 -0.03 0.01
N 1.111588 -1.251632 -1.320404 0.03 -0.05 0.05
C 1.051522 -2.403154 -0.754783 -0.05 0.01 0.01
C 0.456895 -2.703955 0.515026 0.04 -0.03 -0.01
C 0.500936 -4.064944 0.898840 -0.01 0.00 0.04
C 0.059705 -4.498680 2.119814 0.00 0.01 -0.02
C -0.450283 -3.544490 3.022006 0.04 -0.03 0.00
C -0.507621 -2.218082 2.692548 0.02 -0.01 0.03
C -0.071207 -1.732238 1.427844 -0.04 0.00 -0.04
O -0.158235 -0.464071 1.216898 0.04 0.02 0.08
H 0.511502 4.359350 1.615206 0.00 0.00 0.00
H 1.116857 6.594485 0.766126 0.00 0.00 0.00
H 1.931078 6.868921 -1.570801 0.00 0.00 0.00
H 2.112288 4.881579 -3.015400 0.00 0.00 0.00
H 2.061616 2.647939 -3.415602 0.00 0.00 0.00
H 2.015620 0.478103 -4.072900 0.00 0.01 -0.01
H 0.361760 -0.076547 -3.706557 -0.01 0.00 -0.01
H 2.925913 -0.862568 -2.259585 0.02 -0.01 0.00
H 1.857984 -1.941803 -3.182094 0.00 0.00 -0.01
H 1.509921 -3.249113 -1.273614 0.01 0.00 0.01
H 0.905427 -4.778390 0.188385 0.00 0.00 0.01
H 0.095810 -5.546189 2.384306 0.00 0.00 0.00
H -0.801686 -3.863482 3.995876 -0.01 0.00 0.00
H -0.897731 -1.482563 3.383444 -0.01 0.01 -0.01
C -2.607465 2.037490 0.786063 0.02 0.00 -0.01
C -3.199971 0.717153 0.388864 -0.01 0.01 0.01
C -4.396249 0.276751 0.942015 0.00 0.00 0.00
C -4.951427 -0.941816 0.585349 -0.01 0.00 -0.02
C -4.312588 -1.735446 -0.355822 0.00 0.00 0.03
C -3.118537 -1.332251 -0.935227 0.02 0.01 0.00
C -2.428858 -2.180840 -1.965572 0.00 0.00 0.00
C -2.553920 -0.106954 -0.544215 -0.02 -0.06 -0.04
N -1.363550 0.291692 -1.159638 -0.04 0.15 0.04
H -3.332867 2.628580 1.344994 0.00 -0.01 0.01
H -2.293480 2.609012 -0.090037 0.00 0.00 0.00
H -1.718534 1.900061 1.404860 0.01 0.00 0.00
H -4.898187 0.907208 1.667141 0.00 0.00 0.00
H -5.884393 -1.266424 1.027832 0.00 0.00 0.00
H -4.747620 -2.683689 -0.650587 0.01 0.00 0.00
H -3.062287 -3.015969 -2.263961 0.00 0.00 0.00
H -1.492201 -2.586141 -1.577947 0.00 -0.01 0.00
H -2.180442 -1.591542 -2.851067 0.00 0.00 0.00
N 3.246641 -2.424136 3.028185 -0.03 0.04 -0.03
N 3.079429 -1.229691 2.339651 -0.06 0.15 0.25
N 2.781560 -0.101457 2.958561 -0.02 -0.11 -0.06
C 2.620142 0.724718 1.937898 0.25 -0.50 0.09
N 2.842038 0.104208 0.760040 -0.11 0.20 -0.22
N 3.125595 -1.142762 1.038529 -0.12 0.26 -0.01
H 3.874353 -2.994164 2.472395 0.00 0.02 0.00
H 2.337639 -2.885198 3.063425 0.01 0.04 0.00
H 2.322330 1.753004 2.030872 0.00 -0.03 -0.01
```
Positions in Å, forces in eV/Å.

total charge	0
expectation value of S²	0.758
energy relative to the best compared isomer or geometry (same formula, charge and spin)	0.0	kcal/mol
2S+1	2

> Look up the energy relative to the best compared isomer or geometry (same formula, charge and spin) of the second one.

0.0 kcal/mol

> Look up the total charge of the third one.

+2